Entry 1:
ORCA calculation (wB97M-V/def2-TZVPD) on a cluster of 2 separate species, C5H13NO2 in total at a distorted geometry.

ORCA input file:
```
! wB97M-V def2-TZVPD RIJCOSX def2/J DEFGRID3
* xyz 0 1
C -0.955 0.635 -1.526
C 0.254 0.342 -0.591
C -0.064 -0.775 0.406
C 1.161 -1.560 0.951
C 2.234 -1.878 -0.064
O 2.623 -2.978 -0.355
N 0.838 1.557 -0.052
H -1.604 1.329 -0.999
H -1.600 -0.227 -1.688
H -0.528 1.010 -2.448
H 1.037 -0.060 -1.248
H -0.591 -0.349 1.264
H -0.758 -1.455 -0.083
H 1.665 -0.978 1.728
H 0.821 -2.496 1.401
H 2.771 -0.971 -0.420
H 0.323 1.932 0.728
H 0.893 2.245 -0.792
H -3.132 1.588 2.031
H -2.890 1.631 0.438
O -2.498 1.458 1.320
*
```

Computed properties:
Highest occupied orbital energy: -9.2 eV
Energy relative to the best compared isomer or geometry (same formula, charge and spin): 156.9 kJ/mol
Structure (SMILES): C[C@@H](N)CCC=O.O
Gap between HOMO and LUMO: 9.8 eV
DFT total energy: -403.5169 Eh

Entry 2:
ORCA calculation (wB97M-V/def2-TZVPD) on a structure of composition C49H40F5N3O2PbSSe2 at a distorted geometry.

ORCA input file:
```
! wB97M-V def2-TZVPD RIJCOSX def2/J DEFGRID3
* xyz -2 1
Pb 0.777 -10.736 23.770
O -0.665 -12.453 24.409
C -1.845 -12.253 25.153
C -1.858 -10.817 25.810
C -0.695 -10.373 26.583
C -0.758 -10.558 27.991
C 0.324 -10.164 28.751
C 1.535 -9.755 28.132
C 1.593 -9.776 26.752
C 2.879 -9.597 26.012
C 3.597 -10.804 25.348
O 2.809 -11.186 24.238
C 5.015 -10.338 24.863
C 5.187 -9.032 24.286
C 6.459 -8.501 24.106
C 7.651 -9.229 24.333
C 7.460 -10.588 24.601
C 6.218 -11.109 24.957
C 3.818 -11.991 26.282
C 3.356 -13.258 26.034
C 3.523 -14.344 26.935
C 4.318 -14.137 28.047
C 4.895 -12.883 28.311
C 4.588 -11.801 27.472
N 0.435 -9.918 25.976
C -1.873 -13.297 26.311
C -3.099 -13.655 26.965
C -3.149 -14.383 28.093
C -1.942 -14.773 28.719
C -0.693 -14.481 28.159
C -0.685 -13.722 26.943
C -2.957 -12.560 24.136
C -3.574 -11.559 23.322
C -4.194 -11.947 22.143
C -4.426 -13.299 21.828
C -3.894 -14.205 22.696
C -3.252 -13.886 23.870
H -2.707 -10.893 26.512
H -2.088 -10.010 25.039
H -1.672 -10.868 28.468
H 0.248 -10.212 29.824
H 2.404 -9.657 28.694
H 3.564 -9.109 26.724
H 2.752 -8.871 25.170
H 4.349 -8.423 23.995
H 6.485 -7.452 23.765
H 8.647 -8.896 24.371
H 8.369 -11.275 24.633
H 6.229 -12.134 25.134
H 2.782 -13.412 25.088
H 3.207 -15.330 26.615
H 4.492 -14.891 28.810
H 5.441 -12.735 29.202
H 5.030 -10.854 27.758
H -4.018 -13.242 26.542
H -4.120 -14.625 28.545
H -2.052 -15.296 29.685
H 0.244 -14.613 28.685
H 0.320 -13.426 26.538
H -3.802 -10.550 23.620
H -4.493 -11.187 21.398
H -4.895 -13.548 20.891
H -3.985 -15.324 22.580
H -2.990 -14.724 24.551
S -1.915 -6.983 25.517
C -3.551 -6.602 25.676
N -4.594 -6.971 24.846
C -6.002 -6.689 25.158
C -5.975 -5.253 25.598
C -5.130 -5.169 26.869
N -3.849 -5.814 26.688
H -4.404 -7.613 24.070
H -6.361 -7.382 25.926
H -6.640 -6.909 24.267
H -6.970 -4.904 25.858
H -5.616 -4.566 24.898
H -5.703 -5.590 27.747
H -4.921 -4.068 27.173
H -3.066 -5.645 27.327
Se 0.607 -11.354 19.922
C 0.113 -12.622 18.727
C 1.010 -13.728 18.414
C 0.737 -14.726 17.485
C -0.403 -14.621 16.763
C -1.259 -13.555 17.056
C -1.053 -12.553 17.998
H 1.937 -13.775 19.071
H 1.424 -15.592 17.410
H -0.714 -15.427 16.089
H -2.148 -13.440 16.385
H -1.833 -11.803 18.245
F 4.359 -1.730 21.433
C 3.625 -2.530 20.640
C 4.381 -3.481 19.855
F 5.381 -3.380 18.949
C 3.768 -4.676 20.310
F 4.519 -5.761 20.591
C 2.388 -4.908 20.153
Se 1.421 -6.356 19.526
C 1.766 -3.774 20.765
F 0.810 -3.997 21.758
C 2.239 -2.461 20.624
F 1.585 -1.293 20.474
*
```

Computed properties:
Highest occupied orbital energy: -0.8 eV
Energy relative to the best compared isomer or geometry (same formula, charge and spin): 619.0 kJ/mol
Gap between HOMO and LUMO: 3.9 eV
DFT total energy: -8098.9183 Eh

Entry 3:
ORCA calculation (wB97M-V/def2-TZVPD) on the molecule H4N3P at a distorted geometry.

ORCA input file:
```
! wB97M-V def2-TZVPD RIJCOSX def2/J DEFGRID3
* xyz 0 1
N 1.815 0.198 0.212
N -1.495 0.784 0.401
N -0.940 0.446 -0.656
P 0.540 -0.527 -0.295
H 1.676 0.577 1.158
H -2.288 1.355 0.147
H 0.839 -1.146 -1.466
H -0.146 -1.687 0.499
*
```

Computed properties:
Highest occupied orbital energy: -9.2 eV
Energy relative to the best compared isomer or geometry (same formula, charge and spin): 99.0 kJ/mol
Structure (SMILES): [H]/N=N/[PH2]=N
Gap between HOMO and LUMO: 9.0 eV
DFT total energy: -507.9202 Eh

Entry 4:
ORCA calculation (wB97M-V/def2-TZVPD) on a structure of composition C9H18BiCl2OS at a distorted geometry.

ORCA input file:
```
! wB97M-V def2-TZVPD RIJCOSX def2/J DEFGRID3
* xyz -1 1
Bi -3.279 0.905 0.352
Cl -2.077 0.166 2.403
Cl -4.248 -1.329 -0.248
C -1.295 0.197 -0.935
H -1.451 -0.858 -1.215
H -1.060 0.840 -1.806
C 1.411 -0.654 -0.062
C 1.055 -0.899 -1.371
H 1.881 0.294 0.220
C 0.523 -2.220 -1.837
H 1.203 -0.135 -2.139
C -0.077 -3.055 -0.684
H -0.206 -2.081 -2.648
H 1.351 -2.810 -2.269
C 0.791 -2.997 0.570
H -1.089 -2.694 -0.454
H -0.176 -4.101 -1.003
C 0.987 -1.554 1.052
H 0.351 -3.608 1.365
H 1.771 -3.428 0.336
H 0.036 -1.180 1.479
H 1.724 -1.523 1.866
C 0.496 3.981 -0.428
S -0.271 2.493 0.205
C 0.291 2.616 1.923
O -1.753 2.930 0.265
H 1.360 4.239 0.190
H -0.253 4.778 -0.424
H 0.824 3.764 -1.447
H -0.305 3.401 2.407
H 0.124 1.652 2.418
H 1.360 2.867 1.919
*
```

Computed properties:
Highest occupied orbital energy (spin up / spin down): -1.9 / -1.9 eV
Energy relative to the best compared isomer or geometry (same formula, charge and spin): 151.2 kJ/mol
Gap between HOMO and LUMO (spin up / spin down): 4.5 / 4.5 eV
DFT total energy: -1962.0932 Eh

Entry 5:
ORCA calculation (wB97M-V/def2-TZVPD) on a cluster of 2 separate species, CH7NOS in total at a distorted geometry.

ORCA input file:
```
! wB97M-V def2-TZVPD RIJCOSX def2/J DEFGRID3
* xyz 0 1
S 3.117 -2.817 -0.306
H 2.966 -3.860 0.518
H 3.786 -2.096 0.602
N -3.278 2.134 0.635
C -2.300 2.007 -0.374
O -0.946 1.817 0.120
H -3.497 1.220 1.031
H -2.879 2.635 1.424
H -2.493 1.209 -1.098
H -2.255 2.897 -0.995
H -0.896 0.876 0.332
*
```

Computed properties:
Highest occupied orbital energy: -9.9 eV
Energy relative to the best compared isomer or geometry (same formula, charge and spin): 12.2 kJ/mol
Structure (SMILES): NCO.S
Gap between HOMO and LUMO: 10.6 eV
DFT total energy: -570.4537 Eh

Entry 6:
ORCA calculation (wB97M-V/def2-TZVPD) on a structure of composition C6H3AlBBrF4NNaO16PS at a distorted geometry.

ORCA input file:
```
! wB97M-V def2-TZVPD RIJCOSX def2/J DEFGRID3
* xyz 1 1
O 1.144 4.917 1.299
S 0.964 3.555 0.680
O 0.656 3.669 -0.947
P 1.628 4.827 -1.813
O 1.972 4.056 -3.313
O 3.156 5.075 -1.080
O 2.515 2.775 0.920
C 2.454 1.437 0.547
F 2.719 0.519 1.685
F 1.228 1.027 0.021
C 3.708 1.210 -0.483
F 4.108 -0.186 -0.569
F 3.452 1.670 -1.760
H 2.944 3.872 -3.297
H 3.485 5.949 -1.396
H 4.577 1.784 -0.009
Al 1.948 -1.234 2.785
B -2.884 -4.076 1.342
O -3.550 -2.768 1.124
C -2.886 -1.883 1.806
O -3.169 -0.678 1.845
C -1.757 -2.523 2.511
O -0.952 -1.962 3.225
O -1.746 -3.810 2.246
O -3.810 -5.042 1.934
C -3.889 -6.086 1.092
O -4.566 -7.056 1.279
C -3.023 -5.839 -0.067
O -2.863 -6.570 -1.002
O -2.423 -4.646 0.075
Br -4.048 0.348 0.529
N -1.090 2.327 -2.891
O -0.419 1.273 -2.930
O -0.572 3.408 -3.242
O -2.269 2.301 -2.487
Na 3.256 -1.640 0.343
*
```

Computed properties:
Highest occupied orbital energy: -9.3 eV
Gap between HOMO and LUMO: 1.9 eV
DFT total energy: -5631.2375 Eh

- What is the DFT total energy in the third record?
  -507.9202 Eh